[1]
{
  "formula": "C45H34AgN4P3SSe2",
  "method": "ωB97M-V with the def2-TZVPD basis set",
  "total_energy_ev": -226571.28730,
  "total_charge": -2,
  "homo_lumo_gap_ev": 5.4,
  "multiplicity": 1,
  "de_lowest_kcal_mol": 0.0,
  "molar_mass_g_mol": 1021.57,
  "symbols": ["Ag", "C", "C", "C", "C", "C", "C", "P", "C", "C", "C", "C", "C", "C", "C", "C", "C", "C", "C", "C", "H", "H", "H", "H", "H", "H", "H", "H", "H", "H", "H", "H", "H", "H", "Se", "P", "C", "C", "C", "C", "C", "C", "C", "C", "C", "C", "C", "C", "C", "C", "N", "N", "N", "P", "Se", "C", "C", "C", "C", "C", "C", "C", "C", "C", "C", "C", "C", "H", "H", "H", "H", "H", "H", "H", "H", "H", "H", "H", "H", "H", "H", "H", "H", "H", "H", "H", "H", "S", "C", "N"],
  "positions_angstrom": [[-2.1726, 0.4726, 1.2107], [-8.5319, 4.0411, -0.2924], [-8.2502, 3.2628, 0.8523], [-6.9503, 2.8080, 1.0900], [-5.8961, 3.1573, 0.1965], [-6.2027, 3.8850, -0.9743], [-7.5048, 4.3592, -1.1818], [-4.3140, 2.3456, 0.4030], [-3.2422, 2.8531, -0.9192], [-2.4800, 1.9896, -1.7334], [-1.5359, 2.5004, -2.6157], [-1.3833, 3.9003, -2.7604], [-2.1810, 4.7595, -1.9992], [-3.0317, 4.2419, -1.0165], [-4.7746, 0.6543, -0.1289], [-5.9225, 0.3000, -0.8710], [-6.2218, -1.0486, -1.0542], [-5.3501, -2.0160, -0.5010], [-4.2117, -1.6428, 0.2121], [-3.9053, -0.3009, 0.3362], [-9.5482, 4.3961, -0.4459], [-9.0625, 2.9751, 1.5371], [-6.7518, 2.1400, 1.9273], [-5.4216, 4.1102, -1.7063], [-7.7324, 4.9694, -2.0740], [-2.6185, 0.8999, -1.6391], [-0.9111, 1.7823, -3.1728], [-0.6413, 4.2920, -3.4497], [-2.1045, 5.8296, -2.1478], [-3.5298, 4.9164, -0.3024], [-6.5513, 1.0828, -1.2981], [-7.1152, -1.3857, -1.5867], [-5.5753, -3.0841, -0.6003], [-3.5233, -2.3565, 0.6612], [4.9749, -2.5824, 0.1100], [3.9806, -0.7002, -0.0091], [4.3308, 0.1843, -1.5453], [4.0771, 1.5522, -1.6588], [4.3348, 2.1948, -2.8766], [4.9718, 1.5224, -3.9228], [5.3093, 0.1836, -3.7606], [4.9153, -0.5147, -2.6129], [4.6828, 0.3164, 1.3257], [4.1444, 0.2624, 2.6147], [4.7566, 0.9772, 3.6434], [5.9208, 1.7162, 3.4231], [6.4410, 1.7719, 2.1119], [5.8451, 1.0733, 1.0685], [2.1915, -0.4887, 0.2057], [1.0460, -1.2118, 0.2712], [-0.0184, -0.2892, 0.2585], [0.5093, 0.9365, 0.2538], [1.8567, 0.8966, 0.2833], [0.7199, -2.9900, 0.3958], [-1.2615, -3.6699, -0.2384], [1.0258, -3.4298, 2.1235], [2.3592, -3.6009, 2.5388], [2.6399, -3.6741, 3.9110], [1.6055, -3.7377, 4.8529], [0.2720, -3.6763, 4.4331], [-0.0218, -3.4801, 3.0796], [1.8588, -3.7930, -0.7357], [2.1804, -5.1450, -0.5273], [2.8786, -5.8443, -1.5286], [3.2114, -5.2135, -2.7292], [2.8847, -3.8546, -2.9364], [2.2122, -3.1430, -1.9537], [3.6460, 2.0889, -0.8250], [4.0699, 3.2490, -2.9811], [5.1771, 2.0402, -4.8664], [5.8821, -0.3306, -4.5403], [5.1062, -1.5984, -2.5026], [3.2399, -0.3397, 2.8400], [4.3497, 0.8791, 4.6589], [6.4208, 2.2414, 4.2482], [7.3545, 2.3526, 1.9166], [6.3142, 1.0451, 0.0701], [3.1656, -3.6667, 1.7815], [3.6766, -3.7237, 4.2548], [1.8578, -3.8059, 5.9091], [-0.5398, -3.7969, 5.1847], [-1.0711, -3.4016, 2.7499], [1.9423, -5.6539, 0.4177], [3.1097, -6.8863, -1.3495], [3.6886, -5.7800, -3.5333], [3.1408, -3.3680, -3.8878], [1.9062, -2.0978, -2.1408], [-1.0424, 1.2273, 3.8343], [-1.3643, 2.5202, 2.9260], [-1.7164, 3.1675, 2.0104]],
  "forces_ev_per_angstrom": [[0.7, -0.2, 0.7], [0.4, -0.2, 0.7], [0.2, 0.0, -0.4], [0.2, 0.6, -0.7], [-1.5, 0.2, -1.5], [-0.6, 0.3, 0.8], [-0.2, 0.1, -0.3], [0.1, -1.7, 1.4], [0.7, 1.2, -0.9], [-0.4, -0.1, 0.3], [0.2, 0.5, -0.1], [-0.4, -0.9, 0.1], [0.2, -0.5, 0.2], [0.2, -0.1, -0.4], [-1.4, 0.3, -0.7], [0.2, 0.1, 0.1], [0.6, -0.4, 0.3], [-0.3, -0.2, 0.2], [-0.5, -0.3, -0.7], [0.9, 0.2, 1.2], [0.2, 0.0, -0.1], [0.4, 0.2, -0.4], [0.1, 0.2, -0.1], [-0.3, -0.2, 0.3], [0.1, -0.4, 0.5], [0.1, 0.7, -0.1], [-0.3, 0.6, 0.2], [-0.1, 0.0, 0.0], [0.1, 0.1, 0.2], [0.2, -0.3, -0.5], [-0.1, -0.2, 0.1], [0.3, 0.2, 0.0], [-0.1, 0.3, -0.1], [-0.4, -0.1, -0.3], [0.0, 0.1, -0.2], [-0.5, -0.2, 0.9], [0.5, -0.2, -0.7], [0.0, 0.0, -0.7], [0.1, 0.1, 0.3], [-0.2, 0.1, 0.2], [-0.1, -0.4, -0.1], [0.3, 0.1, 0.1], [0.4, 0.5, -0.1], [-0.3, 0.0, -0.1], [0.2, -0.3, 0.5], [-0.1, 0.0, -0.8], [0.4, 0.2, 0.5], [-0.2, -0.4, 0.2], [1.1, 2.6, 0.6], [-2.2, 0.2, -0.3], [1.8, -0.3, 0.2], [1.5, -1.2, 0.3], [-1.2, -2.2, -0.8], [-2.1, 0.3, -0.7], [1.1, 0.5, 0.4], [0.4, -0.2, 0.9], [-0.1, 0.1, 0.2], [-0.1, -0.4, -0.1], [0.1, 0.3, -0.5], [-0.1, -0.1, 0.2], [0.1, -0.1, -0.4], [0.5, -0.4, -0.6], [0.6, 0.4, -0.5], [-0.4, 0.7, 0.2], [-0.2, 0.4, 0.0], [0.1, -0.6, 0.0], [-0.4, -0.3, 0.6], [-0.1, 0.0, -0.1], [0.1, -0.3, 0.0], [0.0, -0.2, 0.4], [-0.4, 0.1, 0.2], [0.0, 0.8, 0.0], [0.6, 0.5, -0.3], [0.1, 0.2, -0.5], [-0.3, -0.2, -0.4], [-0.4, -0.3, 0.1], [-0.4, 0.2, 0.6], [-0.5, 0.3, 0.7], [-0.3, 0.0, -0.2], [-0.1, -0.1, -0.2], [0.6, 0.3, -0.8], [0.7, 0.0, 0.1], [-0.1, 0.3, -0.5], [0.1, 0.0, -0.2], [0.0, 0.2, 0.3], [-0.1, -0.2, 0.5], [0.2, -0.7, 0.3], [0.6, -1.5, 1.7], [-1.0, 0.9, -2.7], [0.5, 0.7, 1.0]],
  "lowdin_charge": [0.639, -0.126, -0.108, -0.101, -0.384, -0.100, -0.115, 1.012, -0.407, -0.095, -0.093, -0.109, -0.110, -0.140, -0.455, -0.107, -0.127, -0.123, -0.193, -0.320, 0.081, 0.093, 0.105, 0.092, 0.095, 0.094, 0.101, 0.081, 0.084, 0.108, 0.089, 0.078, 0.082, -0.007, 0.322, 0.577, -0.358, -0.083, -0.078, -0.106, -0.103, -0.113, -0.365, -0.075, -0.087, -0.096, -0.102, -0.096, -0.427, -0.427, -0.063, -0.061, 0.003, 0.578, 0.242, -0.341, -0.110, -0.092, -0.103, -0.088, -0.080, -0.424, -0.107, -0.092, -0.096, -0.103, -0.124, 0.095, 0.102, 0.097, 0.097, 0.053, 0.122, 0.106, 0.095, 0.096, 0.113, 0.017, 0.099, 0.092, 0.110, 0.084, 0.113, 0.091, 0.092, 0.104, 0.118, 0.311, -1.112, -0.036]
}


[2]
{
  "formula": "C24H37N5OSSi2V",
  "method": "ωB97M-V with the def2-TZVPD basis set",
  "total_energy_ev": -87267.80262,
  "s2": 2.06,
  "total_charge": -1,
  "homo_lumo_gap_ev": [6.7, 6.4],
  "multiplicity": 3,
  "de_lowest_kcal_mol": 10.0,
  "molar_mass_g_mol": 550.78,
  "symbols": ["V", "N", "C", "S", "N", "N", "C", "C", "C", "C", "C", "C", "C", "O", "H", "H", "H", "H", "H", "H", "H", "C", "Si", "C", "C", "C", "C", "C", "C", "C", "Si", "C", "C", "H", "H", "H", "H", "H", "H", "H", "H", "H", "H", "H", "H", "H", "H", "H", "H", "C", "C", "N", "C", "C", "C", "C", "N", "H", "H", "H", "H", "H", "H", "H", "H", "H", "H", "H", "H", "H", "H"],
  "positions_angstrom": [[-0.1946, 0.5523, 0.0672], [1.0335, -3.7728, 1.9791], [0.4711, -3.2823, 0.8109], [0.5838, -4.2634, -0.5807], [-0.0408, -2.0772, 0.9880], [-0.6611, -1.4088, -0.0277], [-1.4486, -1.9427, -0.8956], [-2.0845, -1.2106, -1.9717], [-3.0153, -1.9272, -2.7406], [-3.6545, -1.3971, -3.8382], [-3.3393, -0.0891, -4.2161], [-2.4212, 0.6351, -3.4924], [-1.7717, 0.1251, -2.3437], [-0.9090, 0.8947, -1.7311], [1.7212, -4.4901, 1.8225], [1.2792, -3.0578, 2.6479], [-1.6477, -3.0071, -0.8572], [-3.2163, -2.9531, -2.4491], [-4.3643, -1.9877, -4.4019], [-3.8051, 0.3581, -5.0869], [-2.1565, 1.6451, -3.7853], [-1.0869, 3.4153, 2.5191], [-0.0050, 1.8551, 2.3010], [-0.3633, 0.7580, 3.8225], [1.7755, 2.4556, 2.6204], [2.1221, 3.1795, 3.7669], [3.4258, 3.6002, 3.9903], [4.4123, 3.2953, 3.0584], [4.0828, 2.5719, 1.9209], [2.7732, 2.1415, 1.6794], [2.3409, 1.0955, 0.1314], [3.0156, 2.1289, -1.3225], [3.4991, -0.4079, 0.2517], [-0.9171, 3.8764, 3.4975], [-2.1544, 3.1783, 2.4488], [-0.8485, 4.1571, 1.7524], [-0.4622, 1.3430, 4.7436], [0.4847, 0.0790, 3.9414], [-1.2496, 0.1290, 3.7170], [1.3598, 3.4185, 4.5045], [3.6737, 4.1606, 4.8851], [5.4343, 3.6193, 3.2229], [4.8671, 2.3358, 1.2065], [4.0497, 2.4436, -1.1472], [2.4076, 3.0241, -1.4763], [2.9919, 1.5474, -2.2484], [4.5514, -0.1330, 0.1200], [3.2416, -1.1595, -0.4990], [3.3923, -0.8783, 1.2328], [-4.3174, 0.5423, 3.3352], [-4.7918, 0.3690, 1.8949], [-4.4659, 1.4909, 1.0277], [-5.4913, 2.5062, 0.8325], [-5.5276, 3.5875, 1.9111], [-3.2158, 1.6033, 0.4837], [-2.9470, 2.7975, -0.3870], [-2.2873, 0.7230, 0.6342], [-4.4971, -0.3706, 3.9053], [-4.8438, 1.3620, 3.8239], [-3.2514, 0.7637, 3.3681], [-5.8753, 0.2424, 1.8695], [-4.3755, -0.5447, 1.4638], [-6.4539, 1.9917, 0.7974], [-5.3609, 2.9644, -0.1448], [-5.8382, 3.1780, 2.8721], [-6.2354, 4.3704, 1.6318], [-4.5431, 4.0396, 2.0391], [-3.4844, 2.6932, -1.3323], [-1.8887, 2.8380, -0.6191], [-3.2554, 3.7217, 0.0992], [-2.5277, -0.0202, 1.2826]],
  "forces_ev_per_angstrom": [[-0.4, 0.3, -0.3], [0.0, 0.0, 0.0], [0.1, 0.1, 0.0], [0.0, 0.0, -0.1], [-0.1, 0.0, 0.3], [0.0, -0.2, -0.6], [0.2, -0.1, 0.2], [-0.1, 0.2, -0.2], [0.0, -0.1, 0.1], [0.0, 0.1, -0.1], [0.0, -0.1, 0.0], [0.1, 0.3, 0.1], [-0.2, 0.0, -0.3], [0.4, -0.3, 0.2], [0.0, 0.0, 0.0], [0.0, 0.0, 0.0], [0.0, 0.0, 0.1], [0.0, 0.0, 0.0], [0.0, 0.0, 0.0], [0.0, 0.0, 0.0], [0.0, 0.0, 0.0], [-0.1, 0.0, 0.0], [0.2, -0.1, -0.1], [0.0, 0.0, 0.0], [0.0, 0.1, 0.0], [0.1, 0.0, 0.0], [-0.1, 0.0, 0.0], [0.0, 0.0, 0.0], [0.0, 0.0, 0.1], [0.0, 0.0, 0.0], [0.0, 0.0, 0.1], [0.0, 0.0, 0.0], [0.0, 0.0, 0.0], [0.0, 0.0, 0.0], [0.0, 0.0, 0.0], [0.0, 0.0, 0.0], [0.0, 0.0, 0.0], [0.0, 0.0, 0.0], [0.0, 0.0, 0.0], [0.0, 0.0, 0.0], [0.0, 0.0, 0.0], [0.0, 0.0, 0.0], [0.0, 0.0, 0.0], [0.0, 0.0, 0.0], [0.0, 0.0, 0.0], [0.0, 0.0, 0.0], [0.0, 0.0, 0.0], [0.0, 0.0, 0.0], [0.0, 0.0, 0.0], [0.0, 0.0, -0.1], [0.0, 0.0, 0.0], [-0.1, 0.0, 0.0], [0.0, 0.0, 0.0], [0.0, 0.0, 0.0], [0.0, -0.2, -0.2], [0.0, -0.1, 0.0], [-0.1, 0.3, 0.7], [0.0, 0.0, 0.0], [0.0, 0.0, 0.0], [0.0, 0.0, 0.0], [0.0, 0.0, 0.0], [0.0, 0.0, 0.0], [0.0, 0.0, 0.0], [0.0, 0.0, 0.0], [0.0, 0.0, 0.0], [0.0, 0.0, 0.0], [0.0, 0.0, 0.0], [0.0, 0.0, 0.0], [0.0, 0.0, 0.0], [0.0, 0.0, 0.0], [0.0, -0.1, -0.1]],
  "lowdin_charge": [0.655, 0.016, -0.976, 0.440, -0.032, -0.164, -0.126, -0.139, -0.058, -0.120, -0.111, -0.036, -0.354, -0.223, 0.046, 0.070, 0.066, 0.109, 0.087, 0.093, 0.109, -0.233, 0.535, -0.231, -0.325, -0.118, -0.116, -0.114, -0.116, -0.319, 0.530, -0.251, -0.246, 0.015, -0.010, 0.020, 0.018, 0.018, -0.011, 0.089, 0.088, 0.089, 0.090, 0.008, 0.010, 0.013, 0.013, 0.014, 0.014, -0.058, -0.203, -0.080, -0.217, -0.069, -0.399, -0.005, 0.057, 0.080, 0.062, 0.047, 0.115, 0.118, 0.114, 0.104, 0.061, 0.073, 0.066, 0.093, 0.073, 0.078, 0.065]
}